This record from OMol25 describes C4H2Cl3F in the gas phase. The level of theory is wB97M-V/def2-TZVPD.

Its molar mass is 175.42 g mol⁻¹. For the HOMO energy, the calculation gives -9.52 eV. The HOMO-LUMO gap comes out at 9.289 eV. For the energy above the lowest of the compared OMol25 structures with the same formula, charge and spin, the calculation gives 48.7 kcal/mol. The net charge is 0.

Cartesian coordinates (Å):
C -1.36630 -0.89227 0.66261
C -0.82339 0.10528 -0.10688
Cl -1.90728 0.51957 -1.47774
C 0.51451 0.89170 0.05289
Cl 0.37540 2.61931 -0.04333
C 1.61550 0.07015 -0.21197
F 1.38485 -1.19999 -0.42807
Cl 3.30059 0.39665 -0.90494
H -0.98687 -0.84391 1.92253
H -2.10701 -1.66651 0.53489

How positive or negative is each atom? The Löwdin charges in e answer that: C -0.049; C -0.722; Cl 0.587; C -0.667; Cl 0.665; C -0.634; F 0.017; Cl 0.605; H 0.156; H 0.043